ORCA calculation (ωB97M-V/def2-TZVPD) on a cluster of 2 separate species, CH3Cl2OP in total.

**HOMO (alpha / beta)**: -7.7 / -7.9 eV
**Electronic energy**: -1376.766891 Eh
**Gap between HOMO and LUMO (alpha / beta)**: 7.1 / 8.2 eV
**Energy relative to the best compared isomer or geometry (same formula, charge and spin)**: 122.5 kcal/mol
**Charge**: 0

CARTESIAN COORDINATES (ANGSTROEM)
C 0.1113 0.9604 -0.6386
O 0.6411 0.3330 0.3247
P 2.0481 -0.4606 0.6372
Cl 1.1446 0.8656 -2.0304
Cl -0.9814 -2.0094 -0.8780
H -0.5959 1.8239 -0.6219
H -2.2349 -2.3436 -0.8740
H 1.3151 -0.7949 1.7806

Forces on atoms 1 to 3 (eV/Å):
C 0.9 0.7 -1.8
O -1.8 1.3 1.2
P 0.0 -0.4 -0.1

***

ORCA calculation (ωB97M-V/def2-TZVPD) on a cluster of 2 separate species, CH3Cl2OP in total.

**HOMO**: -9.2 eV
**Electronic energy**: -1376.857417 Eh
**Gap between HOMO and LUMO**: 9.6 eV
**Energy relative to the best compared isomer or geometry (same formula, charge and spin)**: 65.7 kcal/mol
**Charge**: 0

CARTESIAN COORDINATES (ANGSTROEM)
C -0.6116 -0.1047 1.9043
O -0.3568 0.5650 0.9924
P 0.3847 -0.3087 -1.8567
Cl 1.3938 0.4467 -3.4243
Cl -0.3005 -1.8329 1.9701
H -0.8325 0.3482 2.9438
H -0.7515 0.4918 -1.7796
H 1.0743 0.3947 -0.7500

Forces on atoms 1 to 3 (eV/Å):
C 0.5 0.2 3.5
O -0.2 0.9 -1.8
P 0.6 -0.7 2.0

***

ORCA calculation (ωB97M-V/def2-TZVPD) on a cluster of 2 separate species, CH3Cl2PS in total.

**HOMO**: -9.0 eV
**Electronic energy**: -1699.780077 Eh
**Gap between HOMO and LUMO**: 7.4 eV
**Energy relative to the best compared isomer or geometry (same formula, charge and spin)**: 68.1 kcal/mol
**Charge**: 0

CARTESIAN COORDINATES (ANGSTROEM)
C 1.6649 -0.9947 -1.1771
P -2.2922 2.3291 1.9124
S -1.7334 0.4772 1.7583
Cl 0.4382 -0.1278 -2.0506
Cl 1.3995 -2.7302 -1.2100
H 2.6275 -0.8277 -1.6324
H 1.4918 -0.6304 -0.1952
H -3.5964 2.5045 2.5948

Forces on atoms 1 to 3 (eV/Å):
C -0.3 -0.3 -0.3
P 0.3 0.0 -0.2
S -0.8 0.8 0.4

***

ORCA calculation (ωB97M-V/def2-TZVPD) on the molecule CH3Cl2PS2.

**HOMO**: -9.1 eV
**Electronic energy**: -2098.073633 Eh
**Gap between HOMO and LUMO**: 8.8 eV
**Energy relative to the best compared isomer or geometry (same formula, charge and spin)**: 4.3 kcal/mol
**Charge**: 0

CARTESIAN COORDINATES (ANGSTROEM)
C -0.1926 -0.1127 -0.0061
P -3.1999 0.1536 0.0458
S -2.8013 2.2149 0.4492
S -1.6102 -1.2417 -0.1123
Cl -4.4291 -0.6561 1.3895
Cl -4.2461 -0.0345 -1.6494
H 0.2418 0.0078 -0.9935
H 0.5241 -0.5677 0.6692
H -0.5327 0.8452 0.3852

Forces on atoms 1 to 3 (eV/Å):
C 0.0 0.0 -0.1
P 1.2 3.5 0.6
S -0.5 -3.7 -0.7

***

no.,molecular weight (g/mol)
1,132.9
2,132.9
3,149.0
4,181.0